C4H35N2O13 as an isolated structure in a non-equilibrium geometry, computed with wB97M-V/def2-TZVPD.

```
! RIJCOSX wB97M-V def2-TZVPD def2/J DEFGRID3
* xyz -1 1
C 0.603 -0.343 1.665
N -0.602 0.092 2.390
C 0.661 0.115 0.194
C 1.994 0.792 -0.114
N 0.457 -1.039 -0.708
C -0.838 -1.064 -1.449
O -1.316 0.219 -1.723
H 0.646 -1.425 1.694
H 1.457 0.062 2.223
H -0.974 0.951 2.003
H -1.328 -0.611 2.321
H -0.103 0.865 -0.023
H 2.046 1.154 -1.144
H 2.837 0.114 0.049
H 2.118 1.660 0.538
H 1.204 -1.147 -1.383
H -0.614 -1.542 -2.404
H -1.564 -1.582 -0.821
H 0.897 -3.596 -1.976
H 2.280 -3.265 -2.536
O 1.445 -3.724 -2.753
H 3.080 -1.786 1.594
H 1.978 -2.339 0.673
O 2.925 -2.401 0.871
H -2.024 0.649 -0.750
H -3.448 1.481 -0.393
O -2.722 1.065 0.076
H -0.603 -2.767 0.584
H -1.917 -2.481 1.411
O -1.129 -3.054 1.333
H -0.896 3.423 0.236
H -1.902 2.293 0.617
O -1.359 2.993 0.996
H -0.037 2.825 2.134
H 0.467 1.778 3.156
O 0.703 2.612 2.746
H -3.849 -1.711 0.592
H -3.069 -0.401 0.798
O -3.252 -1.289 1.217
H 0.278 -0.127 4.251
H -0.033 -1.492 4.857
O 0.527 -0.722 4.981
H -0.102 1.278 -2.280
H -0.135 2.041 -3.575
O 0.396 1.980 -2.766
H 0.046 3.230 -1.753
H 0.815 4.195 -0.809
O -0.059 4.011 -1.162
H -1.887 0.733 -3.268
H -2.757 1.894 -3.755
O -2.108 1.263 -4.080
H 3.727 -1.315 -1.955
H 3.445 -2.292 -0.823
O 3.595 -2.256 -1.794
*
```

The total energy comes out at -1261.163621 hartree. As for the strongest force on any atom: 1.753 eV Å⁻¹.

=====

C51H54Cl2F3MnN5O2 as an isolated structure in a non-equilibrium geometry, computed with wB97M-V/def2-TZVPD.

```
! RIJCOSX wB97M-V def2-TZVPD def2/J DEFGRID3
* xyz 0 4
Mn -19.179 4.506 12.741
C -20.938 5.296 6.863
C -19.690 4.636 7.325
C -19.723 3.963 8.683
C -19.623 2.663 9.047
C -19.441 1.497 8.133
C -20.881 0.909 7.887
C -19.788 2.684 10.434
N -19.762 3.951 10.976
C -19.716 4.816 9.893
C -19.695 6.154 9.880
C -19.637 6.893 11.056
C -19.765 8.357 11.041
C -19.869 9.341 9.923
C -20.896 8.954 8.823
C -19.927 8.741 12.351
C -19.767 7.480 13.117
C -19.551 7.466 14.569
C -19.475 6.250 15.222
N -19.289 4.962 14.750
C -19.130 4.159 15.879
C -19.029 2.816 15.908
C -18.997 2.108 14.644
N -19.102 2.580 13.421
C -19.306 1.507 12.558
C -19.654 1.566 11.203
C -19.134 0.282 13.351
C -19.005 0.643 14.679
C -19.038 -0.224 15.882
C -20.300 -0.132 16.808
C -19.306 -1.106 12.770
C -20.781 -1.489 12.702
C -19.354 4.959 17.075
C -19.444 6.190 16.701
C -19.726 7.376 17.593
C -18.472 7.998 18.322
C -19.477 4.332 18.438
C -18.239 3.882 19.133
N -19.616 6.443 12.340
C -19.839 10.090 12.877
C -18.473 10.630 12.762
H -20.742 5.764 5.853
H -21.363 6.112 7.475
H -21.716 4.615 6.559
H -18.737 5.254 7.303
H -19.546 3.835 6.566
H -18.802 0.750 8.631
H -18.980 1.864 7.227
H -21.080 0.272 8.771
H -21.043 0.273 6.978
H -21.564 1.757 7.835
H -19.410 6.683 9.049
H -18.891 9.213 9.372
H -19.950 10.383 10.169
H -20.398 8.813 7.826
H -21.591 9.784 8.554
H -21.434 8.020 9.129
H -19.673 8.369 15.197
H -18.824 2.199 16.743
H -19.384 0.630 10.740
H -18.187 -0.036 16.522
H -18.971 -1.299 15.565
H -20.632 0.914 16.887
H -20.073 -0.448 17.763
H -21.044 -0.890 16.388
H -18.731 -1.887 13.235
H -19.034 -1.123 11.715
H -21.165 -1.510 13.703
H -20.968 -2.450 12.250
H -21.319 -0.676 12.288
H -20.460 7.155 18.337
H -20.235 8.247 17.102
H -18.022 7.418 19.135
H -18.606 8.980 18.849
H -17.786 8.166 17.484
H -20.305 3.576 18.478
H -19.877 5.130 19.083
H -17.757 3.069 18.614
H -18.512 3.521 20.117
H -17.497 4.655 19.231
H -20.048 9.995 13.899
H -20.550 10.780 12.464
H -17.738 10.021 13.353
H -18.491 11.598 13.292
H -18.019 10.765 11.756
F -14.569 -0.610 13.689
C -15.544 -0.315 12.879
F -15.465 -1.121 11.796
F -15.601 0.961 12.654
Cl -15.892 5.174 15.210
C -14.765 3.890 15.120
C -15.148 2.733 15.798
C -14.232 1.714 15.877
C -13.096 1.819 15.081
C -12.754 2.912 14.347
Cl -11.164 2.974 13.602
C -13.603 4.024 14.337
N -13.262 5.161 13.605
C -14.159 6.154 12.938
C -14.000 7.466 13.258
C -14.752 8.484 12.636
C -15.668 8.147 11.651
C -15.775 6.820 11.344
C -15.005 5.815 11.893
C -15.291 4.465 11.444
C -16.700 3.984 11.440
O -17.051 3.069 10.749
O -17.417 4.647 12.363
H -15.993 2.847 16.454
H -14.334 0.847 16.504
H -12.374 0.928 15.087
H -12.378 5.065 13.064
H -13.336 7.686 14.027
H -14.625 9.473 13.041
H -16.270 8.945 11.164
H -16.467 6.497 10.611
H -14.800 3.662 12.091
H -14.902 4.193 10.497
*
```

The total energy comes out at -4770.954868 hartree. As for the strongest force on any atom: 4.994 eV Å⁻¹. The expectation value of S² is 3.785.

=====

C13H15NOS3 in the gas phase in a non-equilibrium geometry, computed with wB97M-V/def2-TZVPD.

```
! RIJCOSX wB97M-V def2-TZVPD def2/J DEFGRID3
* xyz 0 1
O -2.553 0.289 1.641
C -2.222 -0.182 0.547
C -2.322 -1.648 0.293
S -0.590 -2.335 -0.166
C 0.280 -2.117 1.289
S -0.438 -2.543 2.737
N 1.673 -1.880 1.110
C 2.349 -1.578 -0.243
C 2.055 -0.202 -0.854
S 2.180 1.088 0.505
C 1.923 0.361 2.149
C 2.339 -1.070 2.155
C -1.884 0.852 -0.546
C -1.864 0.394 -1.916
C -1.598 1.458 -2.879
C -1.407 2.704 -2.432
C -1.432 3.113 -1.095
C -1.647 2.165 -0.161
H -2.657 -2.209 1.175
H -2.952 -2.082 -0.524
H 3.414 -1.621 -0.093
H 2.030 -2.191 -1.052
H 1.088 -0.199 -1.358
H 2.804 -0.092 -1.668
H 0.910 0.545 2.457
H 2.472 1.011 2.928
H 2.073 -1.497 3.072
H 3.458 -1.147 2.072
H -2.204 -0.582 -2.148
H -1.579 1.189 -3.958
H -1.017 3.391 -3.101
H -1.139 4.156 -0.849
H -1.544 2.459 0.913
*
```

The total energy comes out at -1828.852339 hartree. As for the strongest force on any atom: 4.631 eV Å⁻¹.

=====

C5H9NO as an isolated structure, computed with wB97M-V/def2-TZVPD.

```
! RIJCOSX wB97M-V def2-TZVPD def2/J DEFGRID3
* xyz 0 1
N 2.366 0.940 -0.180
C 1.259 0.397 -0.126
C 0.818 -1.034 -0.236
C -0.616 -1.254 0.255
C -1.482 -0.036 -0.088
C -0.618 1.177 0.219
O 0.123 1.087 1.293
H 2.472 1.944 -0.152
H 0.934 -1.303 -1.292
H 1.533 -1.630 0.338
H -0.592 -1.362 1.341
H -1.026 -2.175 -0.171
H -1.825 -0.029 -1.131
H -2.365 -0.009 0.561
H -1.041 2.160 -0.065
H 0.209 1.046 -0.787
*
```

The total energy comes out at -325.773788 hartree. As for the strongest force on any atom: 0.516 eV Å⁻¹.

=====

What did the third record say?
C13H15NOS3 in the gas phase in a non-equilibrium geometry, computed with wB97M-V/def2-TZVPD.

```
! RIJCOSX wB97M-V def2-TZVPD def2/J DEFGRID3
* xyz 0 1
O -2.553 0.289 1.641
C -2.222 -0.182 0.547
C -2.322 -1.648 0.293
S -0.590 -2.335 -0.166
C 0.280 -2.117 1.289
S -0.438 -2.543 2.737
N 1.673 -1.880 1.110
C 2.349 -1.578 -0.243
C 2.055 -0.202 -0.854
S 2.180 1.088 0.505
C 1.923 0.361 2.149
C 2.339 -1.070 2.155
C -1.884 0.852 -0.546
C -1.864 0.394 -1.916
C -1.598 1.458 -2.879
C -1.407 2.704 -2.432
C -1.432 3.113 -1.095
C -1.647 2.165 -0.161
H -2.657 -2.209 1.175
H -2.952 -2.082 -0.524
H 3.414 -1.621 -0.093
H 2.030 -2.191 -1.052
H 1.088 -0.199 -1.358
H 2.804 -0.092 -1.668
H 0.910 0.545 2.457
H 2.472 1.011 2.928
H 2.073 -1.497 3.072
H 3.458 -1.147 2.072
H -2.204 -0.582 -2.148
H -1.579 1.189 -3.958
H -1.017 3.391 -3.101
H -1.139 4.156 -0.849
H -1.544 2.459 0.913
*
```

The total energy comes out at -1828.852339 hartree. As for the strongest force on any atom: 4.631 eV Å⁻¹.

=====

Q: Which formula does entry 3 have?
A: C13H15NOS3

=====

Q: Which value of strongest force on any atom does entry 4 give?
A: 0.516 eV Å⁻¹